(1)
ORCA calculation (ωB97M-V with the def2-TZVPD basis set) on a structure of composition C24H21IN6NaO4S.

CARTESIAN COORDINATES (ANGSTROEM)
1 C -0.374 -1.348 -4.398
2 O 3.020 2.520 5.288
3 C 2.874 -1.260 2.558
4 H 3.723 -3.030 3.400
5 H -3.766 -2.578 -5.744
6 C 0.896 2.953 4.150
7 H 4.943 -3.640 1.326
8 N 1.968 0.740 1.438
9 H 2.607 1.125 3.356
10 H -4.081 -3.392 1.278
11 C -1.915 -1.000 -0.670
12 C -2.768 -1.226 -4.417
13 H -0.875 -4.431 -6.799
14 H -1.963 5.703 1.613
15 O 0.717 3.127 0.545
16 H -3.677 -0.783 -4.038
17 Na 0.267 1.634 -0.835
18 H -1.973 -2.421 2.252
19 N -3.015 -1.484 -1.273
20 H -4.650 -2.704 -1.071
21 C 0.473 3.301 1.771
22 H 1.184 2.692 6.241
23 C 1.131 2.577 2.803
24 N -0.727 4.580 3.463
25 C 4.334 -2.746 1.363
26 S -1.481 0.496 -2.697
27 C -0.412 -2.360 -5.340
28 H 1.470 1.219 5.317
29 C 3.656 -2.401 2.521
30 C -2.290 -2.168 1.243
31 C 4.204 -1.951 0.234
32 C -2.810 -2.236 -5.365
33 H -1.899 4.267 0.567
34 C 3.415 -0.810 0.271
35 H 0.511 -2.797 -5.704
36 H 3.159 3.391 4.901
37 C 2.759 -0.424 1.445
38 H -0.207 4.243 5.444
39 C -0.512 4.275 2.211
40 H -2.531 -4.344 -6.820
41 H -0.638 5.463 0.437
42 C -1.302 4.972 1.151
43 H 4.706 -2.219 -0.686
44 C 1.604 2.303 5.307
45 H 0.574 -0.992 -4.016
46 N -1.518 -1.332 0.582
47 C -1.634 -2.817 -5.830
48 N -1.073 -0.163 -1.327
49 C -3.457 -2.712 0.718
50 I 3.167 0.293 -1.468
51 C -1.551 -0.778 -3.933
52 O -2.769 1.147 -2.715
53 O -0.326 1.320 -3.056
54 C -0.012 3.945 4.419
55 C 1.958 1.422 2.527
56 C -3.762 -2.324 -0.573
57 N -1.673 -3.814 -6.820
58 H 2.320 -1.020 3.455

Results
HOMO level	-4.598	eV
energy relative to the best compared isomer or geometry (same formula, charge and spin)	0.0000	eV
net charge	-1


(2)
ORCA calculation (ωB97M-V with the def2-TZVPD basis set) on the molecule C5H12N2 at a distorted geometry.

CARTESIAN COORDINATES (ANGSTROEM)
1 C 0.053 1.368 -0.427
2 H 0.055 -1.467 0.079
3 H 1.630 -1.469 2.168
4 C 1.375 -0.521 1.587
5 C 1.006 -0.903 0.105
6 H -1.097 -0.708 -1.624
7 H 2.200 0.244 1.622
8 H 0.349 1.889 0.544
9 C -1.685 -0.362 -0.789
10 H 0.481 -0.130 -1.862
11 H 1.663 -1.593 -0.246
12 H 0.539 -0.014 2.089
13 H -2.064 1.267 0.497
14 C 0.968 0.249 -0.892
15 N -1.397 0.833 -0.188
16 H 1.806 0.736 -1.431
17 H 0.090 2.357 -0.985
18 H -3.144 -0.823 0.382
19 N -2.827 -0.952 -0.630

Results
HOMO level	-8.389	eV
energy relative to the best compared isomer or geometry (same formula, charge and spin)	2.4133	eV
SMILES	[H]/N=C\NCCCC
net charge	0


(3)
ORCA calculation (ωB97M-V with the def2-TZVPD basis set) on a structure of composition C27H31ClEuPSi at a distorted geometry.

CARTESIAN COORDINATES (ANGSTROEM)
1 C -1.693 0.372 5.110
2 H -4.952 -1.763 -3.241
3 C -3.048 -2.421 -2.455
4 C 0.621 1.451 -2.191
5 C 1.089 4.042 -3.135
6 H -1.540 0.608 6.176
7 C 2.265 -2.865 -4.004
8 H -1.713 -2.033 3.253
9 C -1.754 -2.055 -2.091
10 C 1.249 -2.081 -3.455
11 H 2.564 -2.638 2.432
12 C 1.186 1.641 -3.462
13 H -0.058 2.407 -0.360
14 H -1.147 4.245 4.196
15 H -1.447 -2.702 0.662
16 C -1.331 1.562 2.280
17 Cl 3.008 0.913 1.382
18 C 1.515 -1.293 -2.323
19 C 0.937 1.661 4.342
20 C -1.341 -0.709 -2.218
21 C -3.946 -1.467 -2.944
22 C 3.539 -2.882 -3.432
23 H 2.056 -3.463 -4.888
24 H -1.375 3.508 5.801
25 C 0.541 -2.227 3.333
26 C 2.797 -1.326 -1.730
27 H 1.819 3.080 -4.925
28 C 1.401 2.938 -3.932
29 C -3.544 -0.133 -3.055
30 C 3.796 -2.115 -2.292
31 H 1.445 0.679 4.200
32 C -2.260 0.256 -2.679
33 H -2.208 0.966 1.959
34 H 1.482 2.404 3.737
35 H 1.102 1.904 5.404
36 H -2.777 0.308 4.924
37 C -0.769 -2.229 2.738
38 P 0.272 -0.218 -1.576
39 C -1.597 3.397 4.727
40 H 0.781 -2.004 4.379
41 Eu 0.671 0.058 1.987
42 H 1.255 5.054 -3.510
43 Si -0.950 1.770 4.072
44 H -1.216 2.413 1.591
45 H -4.237 0.615 -3.432
46 H -1.955 1.302 -2.738
47 H 2.988 -0.727 -0.832
48 H 1.176 -3.090 0.142
49 H -3.357 -3.460 -2.356
50 H 4.788 -2.135 -1.845
51 H 0.329 4.710 -1.231
52 C 1.481 -2.555 2.303
53 C 0.336 2.561 -1.370
54 H -1.059 -2.801 -1.699
55 H -1.255 -0.619 4.918
56 C 0.754 -2.766 1.093
57 C -0.627 -2.562 1.365
58 H -2.686 3.453 4.596
59 C 0.565 3.848 -1.853
60 H 4.331 -3.485 -3.876
61 H 0.251 -2.079 -3.898
62 H 1.453 0.777 -4.072

Results
HOMO level (alpha / beta)	-7.881 / -7.893	eV
multiplicity	7
net charge	0


(4)
ORCA calculation (ωB97M-V with the def2-TZVPD basis set) on the molecule C6H9N at a distorted geometry.

CARTESIAN COORDINATES (ANGSTROEM)
1 H -2.245 -1.273 -0.418
2 C 1.751 0.793 -0.172
3 H -0.970 -1.327 0.900
4 H -0.726 1.934 0.336
5 H 1.367 1.801 -0.172
6 H -1.924 0.787 0.673
7 N 0.959 -0.265 -0.701
8 C -0.500 0.004 -0.802
9 H 1.849 -0.917 1.189
10 C 1.178 -0.181 0.775
11 C -0.891 0.879 0.377
12 H -0.701 -2.173 -0.802
13 H 2.815 0.710 -0.375
14 C -0.068 0.196 1.396
15 C -1.158 -1.289 -0.381
16 H -0.736 0.319 -1.823

Results
HOMO level	-8.051	eV
energy relative to the best compared isomer or geometry (same formula, charge and spin)	5.6317	eV
net charge	0


(5)
ORCA calculation (ωB97M-V with the def2-TZVPD basis set) on a structure of composition C32H31BrF4N3O3PRe.

CARTESIAN COORDINATES (ANGSTROEM)
1 H 3.881 -3.329 3.703
2 H 4.081 -0.861 3.754
3 C -2.487 -1.460 3.991
4 H 0.084 2.143 -3.736
5 N 2.508 -2.596 -0.344
6 H 3.345 3.789 -3.705
7 C 3.138 -1.325 3.493
8 H 4.519 -2.051 0.055
9 C 1.803 -3.298 3.166
10 F -1.804 -1.034 5.049
11 O 2.094 0.934 0.362
12 Br -2.347 -1.611 -0.189
13 C -4.067 1.677 0.543
14 H 2.430 4.828 -2.603
15 H -4.092 0.601 0.650
16 C -3.601 -2.242 4.256
17 C -0.056 2.119 5.899
18 C -0.642 1.258 3.723
19 H -3.935 5.523 0.142
20 P -0.609 -0.056 2.474
21 H 0.454 0.164 5.227
22 N 1.783 2.832 -2.711
23 O 0.758 -1.215 -0.103
24 C -2.066 -1.149 2.701
25 H -0.717 4.112 6.336
26 C -3.969 4.448 0.256
27 Re -0.250 0.649 0.205
28 H 0.418 1.978 6.861
29 C -3.907 -2.517 1.903
30 H 0.619 -3.428 -0.731
31 C 2.853 3.832 -2.736
32 H -1.802 4.418 4.132
33 O 0.603 1.195 -1.708
34 C 2.909 -0.219 0.100
35 C -2.855 2.323 0.320
36 N -1.662 1.604 0.254
37 C -0.694 3.316 5.603
38 F -3.958 -2.492 5.501
39 H 1.998 -4.304 -1.431
40 H -6.173 1.931 0.808
41 H 4.121 -3.748 0.295
42 C 2.398 2.081 -0.438
43 H 1.491 2.517 -4.761
44 H 2.126 0.548 3.258
45 C 3.941 -2.881 -0.339
46 C -4.324 -2.766 3.204
47 C 0.696 -2.507 2.896
48 H -1.740 2.630 2.475
49 F -4.599 -3.067 0.915
50 H 4.281 -3.110 -1.349
51 F -5.381 -3.514 3.429
52 C 0.801 -1.118 2.926
53 H 1.678 -4.404 0.312
54 H -6.092 4.386 0.548
55 C 2.033 -0.531 3.219
56 H 3.593 3.655 -1.964
57 C -0.033 1.094 4.970
58 C 1.639 -3.754 -0.562
59 C -1.301 3.489 4.369
60 C 1.999 -1.407 -0.130
61 C -5.228 2.426 0.631
62 H -1.845 4.189 0.012
63 H 0.535 3.835 -4.054
64 H -0.254 -2.978 2.674
65 C 0.911 2.826 -3.892
66 H 3.466 2.115 -0.645
67 C -1.268 2.469 3.429
68 C 3.026 -2.710 3.466
69 C -2.802 3.709 0.178
70 C -2.797 -1.732 1.652
71 H 1.705 -4.376 3.170
72 C -5.181 3.807 0.485
73 H 3.541 -0.054 -0.774
74 C 1.546 2.032 -1.700
75 H 3.533 -0.388 0.977
76 H 2.129 2.960 0.151

Results
HOMO level (alpha / beta)	-13.528 / -13.676	eV
energy relative to the best compared isomer or geometry (same formula, charge and spin)	0.2169	eV
multiplicity	2
net charge	+2


(6)
ORCA calculation (ωB97M-V with the def2-TZVPD basis set) on a cluster of 2 separate species, C9H14FNO3 in total at a distorted geometry.

CARTESIAN COORDINATES (ANGSTROEM)
1 O -1.908 1.779 -0.406
2 H 4.108 -2.650 -2.249
3 H -3.689 -1.292 0.805
4 O -4.191 0.744 0.392
5 H -3.266 -0.121 2.228
6 C 2.539 0.144 -1.468
7 H 0.232 -0.940 0.206
8 H 5.365 -1.080 -0.414
9 C -0.719 -0.336 0.601
10 H -1.436 -1.155 1.059
11 C -3.079 1.703 0.481
12 H -2.079 -0.240 -1.306
13 C -0.100 0.690 1.767
14 H 3.919 0.944 -0.067
15 C 3.766 -1.700 -1.859
16 C 2.572 -1.022 -2.200
17 H 1.817 -1.349 -2.903
18 N 3.675 0.195 -0.702
19 H 0.819 0.216 2.315
20 O -3.138 2.636 1.471
21 H -0.989 0.990 2.496
22 H 0.237 1.658 1.158
23 C 4.427 -0.928 -0.930
24 H 1.808 0.940 -1.428
25 F -0.168 0.702 -1.624
26 C -4.086 -0.331 1.390
27 C -1.335 0.456 -0.695
28 H -5.100 -0.655 1.880

Results
HOMO level	-8.156	eV
energy relative to the best compared isomer or geometry (same formula, charge and spin)	4.3412	eV
SMILES	CC[C@H](F)OC(=O)OC.c1cc[nH]c1
net charge	0


(7)
ORCA calculation (ωB97M-V with the def2-TZVPD basis set) on a cluster of 2 separate species, C4H8OS in total at a distorted geometry.

CARTESIAN COORDINATES (ANGSTROEM)
1 H -2.533 0.709 0.542
2 C -2.337 -0.356 0.359
3 H -0.556 -1.566 -0.443
4 H -2.964 -0.599 -0.468
5 H 4.168 0.082 -0.748
6 C 3.345 -0.357 -0.221
7 H -0.274 -0.357 0.841
8 C -0.888 -0.518 -0.097
9 C 2.348 -0.497 0.408
10 S -0.167 0.615 -1.354
11 H 0.827 2.268 -0.523
12 H 1.421 -0.428 0.883
13 O -0.011 1.955 -0.379
14 H -2.380 -0.952 1.199

Results
HOMO level	-8.485	eV
energy relative to the best compared isomer or geometry (same formula, charge and spin)	3.7783	eV
SMILES	CCSO.C#C
net charge	0


Calculated energy in order - -2415.006409; -307.140655; -2848.843574; -288.575081; -5020.599312; -731.505626; -630.496067 a.u.